C35H53F6NO28S4 | ωB97M-V/def2-TZVPD

Values from the calculation:
- Highest occupied orbital energy: -10.2 eV
- SMILES: O=C1OC[C@@H](F)O1.O=C1OC[C@@H](F)O1.O=C1OC[C@@H](F)O1.O=C1OC[C@@H](F)O1.O=C1OC[C@@H](F)O1.O=C1OC[C@@H](F)O1.C[N+](=O)[O-].O=S1(=O)CCCC1.O=S1(=O)CCCC1.O=S1(=O)CCCC1.O=S1(=O)CCCC1
- LUMO level: -0.24 eV
- Electronic energy: -5718.80029 Ha
- Kohn-Sham gap: 9.92 eV

Cartesian coordinates (Å):
S 2.348 -8.648 2.114
S 1.730 -7.669 -4.007
S -2.646 -1.059 -5.727
S -4.117 -6.795 -5.899
F 1.035 0.650 1.102
F 1.353 0.669 -4.339
F -2.741 -5.792 6.150
F -4.685 -2.695 -1.061
F -1.106 -4.640 -0.692
F 3.679 -5.089 2.605
O 3.377 -5.473 4.859
O -2.514 -5.049 4.039
O -5.801 -3.226 1.655
O 0.553 -3.063 -0.484
O 4.610 -1.788 1.778
O 1.143 -7.844 1.951
O 3.417 -8.179 2.960
O 3.943 -1.339 -3.543
O -1.405 -4.316 2.220
O 1.188 -6.668 -3.130
O 2.890 -3.192 -2.864
O -2.019 -0.063 -6.572
O -5.296 -1.383 2.796
O -4.022 -2.091 1.055
O -3.845 -6.967 -7.315
O 4.385 -4.508 6.622
O 3.369 -3.261 5.055
O 1.757 -1.301 -3.288
O 2.799 4.339 1.091
O 1.028 -8.883 -4.307
O 1.833 -2.041 1.047
O 1.839 -4.249 0.866
O -5.442 -6.581 -5.350
O 6.631 -2.413 1.504
O 3.095 2.594 2.490
O 2.395 2.230 0.428
O -3.830 -1.784 -6.192
O -0.420 -5.615 3.765
N 5.760 -1.884 2.154
C 6.149 -1.379 3.520
C 2.981 -9.088 0.474
C 3.580 0.005 -3.813
C 2.833 -4.981 3.659
C -2.662 -7.633 -3.920
C -2.989 -0.451 -4.048
C 3.784 -7.341 -5.748
C 1.608 -10.999 1.180
C 3.775 -4.417 5.604
C 1.742 -10.351 2.549
C -5.035 -4.129 0.892
C 2.461 -3.548 3.949
C 1.449 -3.032 0.501
C -1.426 -4.938 3.239
C -4.159 -3.150 0.130
C 4.410 -7.396 -4.358
C -1.947 -6.322 -4.318
C 3.117 1.198 2.309
C 2.874 -10.618 0.354
C -1.563 -2.517 -3.721
C -5.087 -2.159 1.915
C 1.118 -5.193 0.098
C -3.409 -8.180 -5.115
C -1.392 -2.232 -5.223
C 2.362 0.946 1.005
C 2.120 0.061 -3.401
C 2.856 -2.046 -3.187
C -0.845 -6.429 4.849
C 2.307 -6.948 -5.577
C -2.977 -5.556 -5.138
C 3.426 -8.171 -3.446
C -2.743 -1.667 -3.189
C -2.381 -6.153 4.892
C 2.791 3.186 1.329
C 0.238 -4.361 -0.846
H -2.665 -4.877 -5.927
H 5.809 -0.348 3.579
H 1.924 0.531 -2.436
H 0.818 -10.566 0.567
H 3.498 -9.208 -3.769
H 2.835 0.162 0.417
H 4.165 0.753 -3.275
H 0.416 -4.462 -1.920
H -2.150 0.235 -3.886
H -2.576 -1.369 -2.153
H 0.471 -5.865 0.661
H -3.672 -5.039 -4.474
H -3.208 -3.581 -0.196
H -0.351 -6.066 5.751
H -1.363 -3.076 -5.900
H 2.473 -10.785 3.229
H -4.110 -8.994 -4.943
H -5.630 -4.809 0.290
H 4.664 -6.398 -3.989
H 4.012 -8.770 0.334
H -0.539 -1.551 -5.253
H 1.526 -12.081 1.259
H -2.869 -7.094 4.635
H 2.330 -8.584 -0.239
H -4.395 -4.739 1.537
H -1.623 -5.813 -3.410
H -2.691 -8.626 -5.808
H 2.621 0.692 3.140
H 1.961 -5.597 3.434
H 3.838 -8.398 -6.036
H 1.593 -7.156 -6.367
H 5.375 -7.903 -4.318
H 3.766 0.281 -4.853
H 0.812 -10.203 3.093
H -0.547 -7.446 4.597
H -1.848 -8.264 -3.557
H -0.674 -2.354 -3.112
H -1.027 -6.512 -4.871
H 1.458 -3.447 4.359
H 5.557 -1.966 4.217
H 3.568 -8.025 -2.381
H 2.663 -2.898 3.102
H 4.114 0.759 2.308
H 7.226 -1.472 3.509
H -1.794 -3.566 -3.529
H -3.414 -7.527 -3.134
H 1.676 -5.847 -0.577
H -3.604 -2.337 -3.156
H 2.775 -10.858 -0.703
H 4.303 -6.765 -6.508
H 2.296 -5.899 -5.264
H -3.928 0.086 -3.981
H 3.777 -11.077 0.757